Density functional theory data (wB97M-V/def2-TZVPD) for a cluster of 2 separate species, CH5BrN2P in total.

Geometry as XYZ:
```
10
Properties=species:S:1:pos:R:3:lowdin_charge:R:1
C -0.02401 0.05289 -0.15856 -0.707
N 0.99998 0.69301 -0.66853 0.109
N -0.04603 -1.29451 -0.13235 0.173
P -1.45427 1.21085 -0.01268 0.596
Br -3.21707 -0.06754 0.39153 0.281
H 1.92255 0.26743 -1.12121 0.220
H 0.99697 1.63726 -0.75956 0.048
H 0.82868 -1.67121 -0.46327 0.129
H -0.73690 -1.85167 0.25163 0.072
H 0.73011 1.02351 2.67300 0.080
```

Values from the calculation:
multiplicity: 1
net charge: +1
energy above the lowest of the compared OMol25 structures with the same formula, charge and spin: 79.9 kcal per mole
strongest force on any atom: 5.5 eV Å⁻¹
E_LUMO (spin up / spin down): -0.159 / -0.241 hartree
energy: -3065.61018 Ha


Density functional theory data (wB97M-V/def2-TZVPD) for the ion C5H8BrN2 with charge +1.

Geometry as XYZ:
```
16
Properties=species:S:1:pos:R:3:lowdin_charge:R:1
C -0.51433 0.34985 1.58768 -0.136
C -1.65608 0.74464 1.24846 0.144
C 0.61386 -0.41106 -0.32054 -0.339
C 0.91880 0.47605 0.71298 -0.088
C -1.09248 0.66937 -1.50799 -0.479
N -0.27917 -0.34652 -1.26453 0.023
N 1.28246 -1.69332 -0.20298 0.163
Br -0.45292 2.48094 -1.53096 0.788
H -0.08791 -0.17630 2.52538 0.156
H -2.64495 1.25210 1.34096 0.100
H 0.99158 1.55036 0.65576 0.089
H 1.74695 0.04211 1.28245 0.124
H -1.85253 0.39134 -2.14847 0.057
H -0.34629 -1.20073 -1.77208 0.173
H 2.11780 -1.87928 0.40533 0.147
H 1.25521 -2.24953 -1.01144 0.080
```

Values from the calculation:
multiplicity: 1
net charge: +1
energy above the lowest of the compared OMol25 structures with the same formula, charge and spin: 140.7 kcal per mole
strongest force on any atom: 5.6 eV Å⁻¹
E_LUMO (spin up / spin down): -0.181 / -0.168 hartree
energy: -2878.40868 Ha


Density functional theory data (wB97M-V/def2-TZVPD) for a structure of composition C14H12N6O3.

Geometry as XYZ:
```
35
Properties=species:S:1:pos:R:3:lowdin_charge:R:1
C 3.72277 1.59523 2.21603 -0.271
C 4.43161 1.06533 1.33521 -0.151
O 3.90067 -0.13175 0.92955 0.075
C 2.90674 -0.29137 1.72388 -0.199
C 2.75313 0.95679 2.59480 -0.014
H 1.96809 0.89356 3.19488 0.067
C 2.27119 -1.74040 1.61259 0.116
N 0.81772 -1.20427 1.00576 0.074
C 0.62367 -0.87238 -0.29689 -0.435
N 1.54107 -1.02419 -1.03225 0.220
C 1.26542 -0.71273 -2.54625 -0.149
N 2.11270 -0.53842 -3.54887 0.119
O 1.31352 0.04778 -4.22450 -0.158
N -0.02806 0.15227 -4.04714 0.183
C -0.00264 -0.01183 -2.72284 -0.301
N -0.98838 -0.22789 -1.81156 0.165
C -0.76689 -0.55480 -0.46879 -0.220
N -1.72792 -0.63059 0.32834 0.151
H -1.80034 -1.07599 1.01082 0.003
C -3.12416 -0.29019 -0.10432 -0.010
C -3.75315 0.53750 1.07787 -0.248
C -4.74529 -0.17303 1.80660 0.028
C -5.06033 0.94185 2.77838 -0.096
C -4.08885 1.80565 2.56597 -0.219
O -3.41349 1.87281 1.32926 0.072
H -4.00171 2.94878 3.07170 0.180
H -5.70042 1.03821 3.84318 0.174
H -5.43688 -0.90254 1.65918 0.071
H -3.63349 -1.14103 -0.38194 0.107
H -3.06455 0.48693 -0.83784 0.110
H 0.17385 -0.83831 1.63873 0.084
H 2.68905 -2.05582 0.70630 0.088
H 2.05338 -2.18035 2.39537 0.019
H 5.54856 1.37557 0.91161 0.190
H 3.97328 2.64564 2.66555 0.174
```

Values from the calculation:
multiplicity: 1
net charge: 0
energy above the lowest of the compared OMol25 structures with the same formula, charge and spin: 330.9 kcal per mole
strongest force on any atom: 16.4 eV Å⁻¹
E_LUMO: 0.005 hartree
energy: -1094.31832 Ha